Record 1
6
Properties=species:S:1:pos:R:3:forces:R:3:mulliken_spin:R:1 method="wB97M-V/def2-TZVPD" e_tot_ev=-20960.4545 lumo_energy_ev="-0.02 / -1.69" homo_energy_ha="-0.30611 / -0.41849" spin_multiplicity=3 s_squared=2.008 orbital_gap_ev="8.310 / 9.702"
O 1.14307 -1.15050 0.51580 -0.40 -1.10 -1.61 0.056
H 0.60242 -1.60342 -0.22909 1.22 0.98 1.64 0.026
P 2.00916 0.15072 0.09049 -1.55 0.41 -0.10 0.913
F -2.94909 1.29793 -0.44012 -0.80 0.69 -0.37 0.127
F 0.64518 1.14200 -0.16959 2.31 0.09 -0.12 0.013
Hg -1.45074 0.16327 0.23251 -0.78 -1.07 0.56 0.864


Record 2
58
Properties=species:S:1:pos:R:3:forces:R:3:lowdin_charge:R:1 method="wB97M-V/def2-TZVPD" de_lowest_kj_mol=98.5 e_tot_ev=-57513.2378 lumo_energy_ev=4.61 homo_energy_ha=-0.08132 spin_multiplicity=1 total_charge=-2 orbital_gap_ev=6.819
O -2.07219 1.51220 -0.65810 0.00 0.23 0.16 -0.398
H -0.72968 1.92626 4.66356 -0.01 0.01 -0.01 0.073
C 5.71829 -0.33003 0.58038 0.00 -0.02 0.02 -0.207
H -1.46446 -2.83976 3.32900 0.00 -0.01 0.00 0.091
H -1.74861 -3.81152 -0.83806 0.01 -0.01 0.00 0.093
H 0.60878 -0.17426 3.07588 -0.05 -0.01 0.00 0.093
O -2.37879 -2.99799 -5.27900 -0.04 0.09 0.00 -0.039
N -1.88932 0.45136 -5.28818 -0.08 0.01 0.04 -0.129
H 5.82115 0.60989 3.66367 0.00 0.00 0.00 0.014
H 0.55114 2.05550 3.42497 0.01 0.00 -0.01 0.077
C -0.52987 2.02777 3.57564 0.01 -0.04 -0.01 -0.111
C -0.47431 -0.33251 3.05852 0.02 0.00 -0.02 -0.201
Si 4.35124 -0.34536 1.87774 -0.02 0.00 -0.08 0.368
C -0.60899 -0.96918 0.63027 0.05 0.08 -0.06 -0.228
Pd -0.11388 0.85828 0.12052 -0.09 -0.04 -0.23 0.846
H -2.27578 1.97326 -3.36585 -0.05 -0.16 -0.03 0.051
H 3.54603 -2.11281 3.42103 0.00 0.00 0.00 0.021
C -1.46566 -3.13400 -0.04053 0.00 0.01 0.01 -0.110
O -0.17825 2.97619 -0.67471 -0.37 -0.02 0.26 -0.449
N -2.40842 -1.21004 -3.79808 0.02 0.00 0.11 0.147
H -0.94895 2.97106 3.22411 -0.01 0.02 0.01 0.077
O -2.24329 3.73939 -1.72684 -0.11 -0.15 -0.07 -0.355
H 4.89874 1.87959 2.83560 0.00 0.00 0.00 0.022
H -2.03379 -4.46866 1.54770 -0.01 0.00 0.01 0.079
H 4.04102 -2.80855 1.88275 0.00 0.00 -0.01 0.025
H -3.21337 1.92752 -6.04375 0.00 0.01 0.01 0.087
C -0.79891 -1.32704 1.96963 0.00 -0.07 0.04 -0.252
C 4.30611 -2.06594 2.63801 0.00 -0.01 0.02 -0.203
C -2.31214 -1.80273 -5.00110 0.09 -0.09 -0.10 -0.545
H -2.91726 1.88436 2.50543 -0.01 0.01 -0.01 0.070
H -2.31612 1.17298 -1.76892 0.07 -0.47 -0.32 0.031
H -0.77250 -0.74753 4.04295 -0.02 0.01 0.02 0.111
O -2.13865 3.51508 0.70659 -0.01 0.17 -0.03 -0.353
C -1.63321 -3.49463 1.28788 -0.01 -0.02 0.01 -0.130
C -2.53320 0.92506 2.85142 0.01 0.01 0.01 -0.100
S -1.67203 3.05246 -0.58354 0.51 -0.07 0.08 0.321
H -0.87446 -1.61798 -1.41172 0.05 0.04 0.00 0.078
H -2.98761 -0.66433 -6.72297 -0.01 0.02 0.03 0.116
C -2.14440 1.74772 -5.85402 0.03 0.03 -0.01 -0.080
H 6.67894 -0.64055 1.00274 0.00 0.01 0.00 0.014
C 4.84756 0.86397 3.23332 0.01 0.00 0.02 -0.206
H -1.23686 -0.98010 -6.71257 -0.01 0.00 0.01 0.114
H -1.60891 1.83261 -6.80157 -0.01 0.00 0.00 0.077
C 2.76636 0.08936 1.16680 0.05 0.06 0.11 -0.234
H 4.10508 0.86074 4.03441 0.00 0.00 0.00 0.020
H -2.91183 0.72025 3.87480 -0.01 0.00 0.00 0.076
C 1.65263 0.39375 0.75689 0.05 -0.01 -0.19 -0.218
N -2.44049 1.01844 -3.05578 0.13 0.76 0.16 0.153
C -1.30824 -2.58199 2.28457 0.02 0.01 0.03 -0.082
H 5.27123 -2.34154 3.07408 0.00 0.00 0.00 0.014
H 5.83285 0.67135 0.16011 -0.01 0.00 -0.01 0.021
C -0.95459 -1.88087 -0.36392 -0.08 -0.09 -0.01 -0.098
H -1.77232 2.53828 -5.20222 -0.01 -0.02 -0.01 0.080
H 5.46701 -1.00669 -0.23902 0.00 0.00 0.00 0.022
N -1.09226 0.95178 2.80422 -0.04 0.01 0.09 -0.293
C -2.09569 -0.73136 -6.08418 0.07 -0.03 -0.02 -0.106
C -2.25490 0.12120 -3.97403 -0.10 -0.28 -0.01 -0.439
H -2.90992 0.15030 2.18347 0.00 0.00 0.00 0.087


Record 3
75
Properties=species:S:1:pos:R:3:forces:R:3:lowdin_charge:R:1 method="wB97M-V/def2-TZVPD" de_lowest_kj_mol=48.5 e_tot_ev=-89354.0130 lumo_energy_ev=-4.64 homo_energy_ha=-0.31039 spin_multiplicity=1 total_charge=+1 orbital_gap_ev=3.807
C 2.03198 0.56858 4.69638 1.07 0.04 -0.54 0.042
H 0.96049 1.26431 1.09494 -0.03 0.11 -0.01 0.064
H -1.40107 -1.60671 7.87371 -0.01 0.12 0.19 0.151
H -3.77229 0.10207 -2.35129 0.11 -0.04 0.26 0.059
H -4.11357 -0.72194 7.84458 -0.18 0.07 0.21 0.117
H 3.06161 -5.30976 -4.92195 -0.32 -0.12 0.20 0.155
H 4.50217 1.41619 1.91901 -0.02 0.31 -0.02 0.092
H -2.83035 1.57545 -2.90899 -0.31 -0.20 -0.45 0.100
C 1.23287 -2.53407 -6.76259 0.03 0.97 0.97 0.056
N 2.88173 -4.21373 -6.63215 0.38 -0.43 -0.64 -0.091
C -2.02930 3.92146 1.64313 0.43 -0.17 0.70 -0.538
Cl 0.90184 -0.71707 -0.76659 -0.27 0.10 -0.12 -0.384
C -1.45110 1.35326 5.50593 -0.70 1.25 0.25 0.067
C -0.19565 -1.93584 -4.74705 -0.72 0.82 1.31 -0.131
C -1.33808 0.18284 -4.41116 0.49 -0.41 -0.96 0.002
F -1.81757 5.14202 1.10151 0.17 -0.07 0.16 0.125
C 2.25102 -3.26227 -7.33410 0.38 0.92 0.55 0.006
H -0.65146 2.98366 -1.98276 -0.57 0.16 0.12 0.104
H -2.28927 -1.88002 -2.00211 -0.35 0.24 0.34 -0.024
C -0.26560 3.48228 -1.07859 0.44 -0.06 -0.90 -0.281
C 2.95980 0.70841 3.66401 -0.66 0.08 0.45 0.010
H -0.06120 -0.25694 -6.05108 -0.20 0.32 0.06 0.114
H 0.84529 -1.64803 -7.24463 -0.04 -0.33 -0.54 0.121
C 2.48210 -4.52723 -5.39000 0.21 0.38 -0.25 0.017
C -0.81545 -2.32367 -3.55815 0.10 -0.73 -0.02 0.039
N -1.93037 -0.27797 -3.31669 -0.94 -0.42 0.51 -0.052
C -0.31101 -0.54181 6.33906 0.00 -0.78 0.53 0.033
C 4.01040 -4.96256 -7.26120 -0.31 -0.35 0.36 0.041
C 1.25038 3.40861 -1.22763 0.76 0.00 0.67 -0.075
H 1.10211 -4.18505 -3.84919 0.40 0.34 0.26 0.132
H 4.92942 -4.78046 -6.71033 -0.01 0.19 -0.06 0.111
C -1.97840 2.84029 0.56152 -1.46 -2.44 -1.32 -0.495
H 4.11282 -4.71148 -8.31204 -0.05 0.30 0.11 0.101
C -2.41868 1.22958 6.49158 1.32 -0.72 -0.18 0.038
C 0.69359 0.78908 4.42893 0.01 -0.99 0.02 -0.146
O -2.38736 1.59865 0.85954 0.68 0.75 1.10 -0.239
H 0.45202 -1.30719 6.30786 0.09 0.11 -0.17 0.134
F -3.15678 4.01988 2.36466 -0.14 -0.26 -0.47 0.138
O -0.61768 2.79463 0.08009 0.39 0.16 0.57 -0.135
C -0.53715 -0.64576 -5.16045 0.87 0.07 -0.68 0.024
N -2.32018 0.17558 7.32060 -0.85 0.08 0.91 -0.095
Cl -3.87538 -1.71896 -0.45977 0.55 0.01 -0.06 -0.303
C -0.34517 0.52256 5.45449 -0.31 0.16 -0.20 -0.140
C -1.75060 -1.53378 -2.88566 1.39 -0.17 -0.85 -0.044
H 4.02998 0.65505 3.78900 -0.03 -0.18 0.23 0.136
H 2.39365 0.27632 5.67174 -0.03 0.11 0.06 0.127
H -0.76080 1.04177 2.90180 0.09 0.34 -0.47 0.102
H -3.86772 0.91382 8.55370 -0.06 -0.03 -0.10 0.100
C -1.33006 -0.72189 7.26084 0.52 0.30 -1.19 0.013
C 1.23142 1.13767 2.13839 0.77 -0.12 -0.87 -0.009
C -2.80263 0.56829 -2.49220 0.44 1.09 -0.40 -0.019
H -2.24624 0.70964 -1.58829 -0.18 -0.21 1.17 0.051
H 1.65267 3.40098 -0.20918 0.11 0.30 -0.03 0.054
C 3.54902 1.33261 1.39953 0.86 -0.32 0.00 0.022
H -0.61343 4.51802 -1.04338 0.04 0.00 -0.13 0.117
H 2.76458 -2.94549 -8.23032 -0.47 -0.26 -0.35 0.148
Cl -0.97535 -2.16522 3.09362 0.16 0.71 -0.04 -0.505
H 3.78524 -6.02656 -7.21049 -0.06 0.02 0.07 0.109
H 1.65394 2.50008 -1.67989 -0.55 -0.22 -0.05 0.057
C 0.84882 -2.72965 -5.41621 0.17 -1.02 -1.11 -0.087
H 3.71331 0.55289 0.65726 -0.69 -0.08 -0.06 0.099
H -0.58625 -3.27646 -3.10026 -0.17 -0.01 0.02 0.124
H 3.29118 2.27903 0.93411 -0.06 -0.10 -0.03 0.094
C 0.30169 1.05825 3.12627 -0.91 -0.51 0.70 -0.008
H -1.50438 1.19757 -4.73775 -0.22 0.06 0.31 0.147
H -2.99163 -0.46949 9.21663 0.01 -0.04 -0.06 0.102
H 1.72119 4.23170 -1.76787 -0.35 0.21 0.04 0.072
H -3.19283 1.93774 6.73857 -0.14 0.02 -0.46 0.147
N 2.55303 0.98836 2.41722 -0.85 0.50 0.18 -0.058
H -2.66281 3.18497 -0.23229 0.31 0.83 -0.40 0.147
Ag -1.45397 -0.67918 0.66271 -0.33 -0.12 0.21 0.376
F -1.05483 3.69746 2.56996 0.22 0.26 0.12 0.095
C -3.40658 -0.03825 8.30995 0.24 -0.17 -0.23 0.035
H -1.52427 2.19559 4.82851 -0.04 -0.02 -0.06 0.134
C 1.48318 -3.80274 -4.78701 -0.60 -0.74 0.55 0.060


Record 4
17
Properties=species:S:1:pos:R:3:forces:R:3:lowdin_charge:R:1 method="wB97M-V/def2-TZVPD" de_lowest_kj_mol=11.8 e_tot_ev=-9432.7716 lumo_energy_ev=4.06 homo_energy_ha=-0.13985 spin_multiplicity=1 total_charge=-1 orbital_gap_ev=7.868
H 0.07084 -1.50213 -0.03011 0.05 0.09 0.00 0.090
H 2.87561 -0.83776 0.70665 -0.15 0.26 -0.12 0.066
C 1.31169 0.24780 -0.37493 -0.37 -0.44 0.07 -0.260
H 2.38553 0.67154 1.44779 -0.20 0.18 0.46 0.051
C 0.07052 -0.42863 0.28370 0.20 -0.06 0.14 -0.438
H 0.98971 1.26711 -0.58132 0.16 0.15 -0.02 0.095
O -3.03590 1.02516 1.58029 0.02 0.17 0.00 -0.152
O -1.10880 0.19366 -0.00555 -0.11 0.09 -0.18 -0.338
H -3.62783 1.50782 0.99897 0.01 -0.01 -0.03 -0.008
H 3.42029 0.71977 0.05449 -0.16 -0.16 -0.09 0.054
H 1.50596 -0.25405 -1.32515 0.02 0.18 -0.17 0.091
H 0.30109 -0.47391 1.37527 -0.22 0.12 -0.01 0.091
H -1.69507 -0.36662 -1.44604 0.35 -0.19 -0.12 -0.004
C 2.55676 0.19778 0.49360 0.53 -0.21 -0.21 -0.157
H -2.25738 0.77358 0.98726 0.05 -0.30 0.10 -0.021
H -1.90760 -1.80939 -1.88560 -0.02 0.05 -0.13 -0.003
O -1.85543 -0.93173 -2.27932 -0.15 0.09 0.35 -0.157


Record 5
23
Properties=species:S:1:pos:R:3:forces:R:3:lowdin_charge:R:1 method="wB97M-V/def2-TZVPD" de_lowest_kj_mol=30.6 e_tot_ev=-9559.8647 lumo_energy_ev=1.03 homo_energy_ha=-0.33352 spin_multiplicity=1 orbital_gap_ev=10.101
C -1.07778 -0.11326 1.52400 0.15 -0.93 -0.18 -0.055
H 2.82654 -0.01642 0.10509 0.08 -0.10 -0.08 0.061
H 2.71146 -1.18207 2.40476 -0.06 -0.37 -0.05 0.059
C -1.97744 1.48072 -2.38057 0.81 -0.05 -0.16 -0.100
H 4.24184 -1.19363 1.64795 0.32 -0.61 -0.09 0.058
H 0.59348 1.00786 -0.26488 -0.08 0.04 0.27 0.091
C -0.43285 0.98425 -0.61107 0.74 -0.42 -0.48 -0.069
C 2.59401 -1.06986 0.26803 -1.04 -0.22 0.27 -0.177
C -1.42496 0.37462 0.14279 0.19 0.60 0.46 -0.282
H -0.97848 -1.20949 1.50780 -0.17 0.17 0.11 0.086
C -0.67349 1.46741 -1.87870 -0.55 0.17 -0.22 -0.083
H -0.10459 0.24597 1.83000 0.24 0.25 0.01 0.063
H -4.02955 1.08117 -1.88447 0.11 -0.37 -0.32 0.102
H 0.13801 1.87675 -2.46545 0.00 0.07 0.02 0.101
H 2.78590 -1.64505 -0.63103 0.58 -0.01 -0.12 0.061
H 1.49928 -1.14876 0.35718 0.21 0.18 0.07 0.042
H -2.14306 1.94601 -3.33994 -0.27 -0.01 -0.09 0.097
H -1.77585 0.14289 2.31403 -0.33 0.11 -0.12 0.076
C 3.24236 -1.61375 1.54650 -0.36 0.99 -0.16 -0.160
H -3.51850 0.01010 0.24049 -0.05 -0.17 -0.08 0.109
H 3.19266 -2.70093 1.58191 0.29 0.10 0.17 0.064
C -2.70274 0.35739 -0.38184 -0.41 0.23 -0.07 -0.053
C -2.98629 0.91808 -1.63259 -0.40 0.34 0.87 -0.091


Record 6
14
Properties=species:S:1:pos:R:3:forces:R:3:mulliken_spin:R:1 method="wB97M-V/def2-TZVPD" e_tot_ev=-67703.4038 lumo_energy_ev="-0.61 / -3.23" homo_energy_ha="-0.25217 / -0.32553" spin_multiplicity=7 s_squared=12.584 orbital_gap_ev="6.250 / 5.628"
N -0.72221 -0.27212 -0.24275 0.92 -0.06 0.69 0.341
S 0.23224 -1.54176 0.23263 1.76 -0.03 -1.95 0.086
C 0.81244 0.44468 3.82286 -0.61 -0.30 2.40 0.031
C -1.61232 0.61128 -2.56560 -0.47 -0.17 -0.43 0.035
O 1.60552 -0.81014 0.64757 -0.91 -1.20 0.56 0.164
O 0.51387 -2.41967 -0.97246 -0.42 1.51 1.86 0.141
Dy 3.65948 -1.40143 2.15382 -1.27 0.39 -0.88 4.866
F -1.86436 -0.63143 -2.96951 0.16 -0.03 0.11 0.000
O 1.91759 0.05345 3.88766 0.02 0.16 -1.27 0.023
F -2.69831 1.09239 -1.96983 0.30 -0.03 0.16 0.007
S -0.11289 0.64731 -1.44909 -0.23 2.28 0.59 0.072
O -0.09580 2.10646 -1.02805 -0.07 -2.62 -0.63 0.233
F -1.36883 1.35793 -3.64548 0.19 0.04 0.13 0.002
O -0.26641 0.76305 4.09824 0.64 0.06 -1.34 -0.003


Record 7
17
Properties=species:S:1:pos:R:3:forces:R:3:lowdin_charge:R:1 method="wB97M-V/def2-TZVPD" de_lowest_kj_mol=137.9 e_tot_ev=-9337.5587 lumo_energy_ev=0.78 homo_energy_ha=-0.33829 spin_multiplicity=1 orbital_gap_ev=9.986
H -0.06551 -0.27328 -2.03939 0.24 -0.15 0.06 0.087
H 1.90359 -1.30854 0.55287 -0.15 0.12 -0.07 0.089
H 1.66714 -0.55641 -1.03963 0.00 -0.01 0.17 0.079
H 2.53133 0.31428 0.24294 -0.10 -0.09 -0.13 0.091
H 1.24288 1.62917 1.89227 -0.05 -0.05 0.01 0.094
H -0.44676 1.14633 2.12886 0.14 -0.03 0.03 0.088
H 0.86617 0.00312 2.52638 -0.02 0.13 -0.16 0.091
N -0.84546 0.10369 -1.52916 0.14 0.09 -0.11 -0.025
O -1.09133 1.82176 -0.03385 0.17 -0.60 0.02 0.077
H -1.42986 -1.65558 -0.44171 -0.08 0.08 -0.15 0.079
C 0.53876 0.78914 1.83477 0.00 0.11 0.15 -0.063
H -2.08212 -1.49587 -2.10237 0.05 0.13 0.16 0.080
C -0.47992 0.81912 -0.35161 -0.19 0.42 0.31 -0.526
H -2.70343 -0.46093 -0.79857 0.04 -0.15 -0.06 0.085
C -1.80896 -0.94708 -1.19593 -0.19 -0.05 0.02 -0.103
N 0.45603 0.23888 0.49611 -0.10 0.17 -0.14 -0.162
C 1.69124 -0.36479 0.03492 0.09 -0.11 -0.10 -0.060